The following is a quantum chemistry calculation of one molecule with the formula C21H25N3O4, from the Open Molecules 2025 dataset.

Bonds (Å) are listed after each position.
Cartesian coordinates (Å):
1 C 6.490 -2.416 0.232  O2 1.417, H29 1.095, H30 1.092, H31 1.089
2 O 6.114 -1.642 -0.894  C1 1.417, C3 1.374
3 C 4.859 -1.083 -0.869  O2 1.374, C4 1.389, C26 1.402
4 C 4.021 -1.344 -1.945  C3 1.389, C5 1.376, H32 1.078
5 C 2.769 -0.777 -1.993  C4 1.376, C6 1.394, H33 1.080
6 C 2.294 0.044 -0.972  C5 1.394, C7 1.454, C23 1.413
7 C 0.949 0.578 -1.111  C6 1.454, C8 1.335, H34 1.085
8 C 0.408 1.629 -0.489  C7 1.335, C9 1.483, H35 1.078
9 C -0.933 2.162 -0.828  C8 1.483, O10 1.220, N11 1.360
10 O -1.072 3.323 -1.179  C9 1.220
11 N -1.983 1.299 -0.783  C9 1.360, C12 1.448, C22 1.445
12 C -3.300 1.771 -1.160  N11 1.448, C13 1.535, H36 1.097, H37 1.091
13 C -4.216 1.825 0.070  C12 1.535, N14 1.445, H38 1.095, H39 1.088
14 N -4.267 0.525 0.700  C13 1.445, C15 1.370, C21 1.447
15 C -5.194 -0.429 0.369  N14 1.370, C16 1.407, N20 1.337
16 C -6.462 -0.116 -0.154  C15 1.407, C17 1.377, H40 1.078
17 C -7.355 -1.138 -0.386  C16 1.377, C18 1.391, H41 1.081
18 C -6.992 -2.450 -0.099  C17 1.391, C19 1.381, H42 1.078
19 C -5.729 -2.658 0.420  C18 1.381, N20 1.320, H43 1.083
20 N -4.856 -1.693 0.644  C15 1.337, C19 1.320
21 C -2.947 0.095 1.107  N14 1.447, C22 1.537, H44 1.089, H45 1.095
22 C -2.001 0.025 -0.103  N11 1.445, C21 1.537, H46 1.089, H47 1.096
23 C 3.136 0.310 0.132  C6 1.413, O24 1.356, C26 1.402
24 O 2.604 1.083 1.111  C23 1.356, C25 1.412
25 C 3.165 1.132 2.406  O24 1.412, H48 1.091, H49 1.091, H50 1.092
26 C 4.432 -0.223 0.153  C3 1.402, C23 1.402, O27 1.392
27 O 5.315 0.114 1.176  C26 1.392, C28 1.416
28 C 6.359 0.974 0.756  O27 1.416, H51 1.089, H52 1.096, H53 1.093
29 H 5.835 -3.289 0.331  C1 1.095
30 H 6.462 -1.843 1.161  C1 1.092
31 H 7.508 -2.747 0.033  C1 1.089
32 H 4.378 -1.991 -2.731  C4 1.078
33 H 2.128 -0.977 -2.838  C5 1.080
34 H 0.350 0.058 -1.851  C7 1.085
35 H 0.984 2.249 0.179  C8 1.078
36 H -3.724 1.083 -1.900  C12 1.097
37 H -3.183 2.763 -1.600  C12 1.091
38 H -3.804 2.536 0.794  C13 1.095
39 H -5.208 2.165 -0.217  C13 1.088
40 H -6.749 0.901 -0.365  C16 1.078
41 H -8.333 -0.917 -0.788  C17 1.081
42 H -7.669 -3.271 -0.272  C18 1.078
43 H -5.380 -3.653 0.670  C19 1.083
44 H -3.034 -0.887 1.570  C21 1.089
45 H -2.562 0.819 1.831  C21 1.095
46 H -0.997 -0.235 0.227  C22 1.089
47 H -2.368 -0.746 -0.791  C22 1.096
48 H 3.451 0.140 2.760  C25 1.091
49 H 2.376 1.535 3.042  C25 1.091
50 H 4.033 1.794 2.449  C25 1.092
51 H 6.989 1.129 1.630  C28 1.089
52 H 5.959 1.935 0.415  C28 1.096
53 H 6.950 0.530 -0.050  C28 1.093

Output
LUMO energy in eV: 0.62
Gap between HOMO and LUMO in eV: 8.39
E_tot in eV: -34841.3614
Structure (SMILES): COc1ccc(/C=C/C(=O)N2CCN(c3ccccn3)CC2)c(OC)c1OC
HOMO level in eV: -7.77
M in g/mol: 383.45



The following is a quantum chemistry calculation of one molecule with the formula C21H25N3O4S, from the Open Molecules 2025 dataset.

Bonds (Å) are listed after each position.
Cartesian coordinates (Å):
1 C -4.988 -2.233 -2.244  C2 1.318, H30 1.076, H31 1.078
2 C -5.738 -1.151 -2.170  C1 1.318, C3 1.500, H32 1.081
3 C -5.329 0.144 -1.531  C2 1.500, O4 1.418, H33 1.095, H34 1.098
4 O -4.026 0.109 -0.971  C3 1.418, C5 1.344
5 C -3.926 -0.337 0.293  O4 1.344, O6 1.212, C7 1.468
6 O -4.893 -0.671 0.944  C5 1.212
7 C -2.531 -0.349 0.750  C5 1.468, C8 1.352, C24 1.522
8 C -2.143 -0.869 1.936  C7 1.352, C9 1.491, N10 1.384
9 C -3.018 -1.461 2.987  C8 1.491, H35 1.090, H36 1.084, H37 1.090
10 N -0.795 -0.910 2.246  C8 1.384, C11 1.369, H38 1.011
11 C 0.156 -0.822 1.264  N10 1.369, S12 1.779, C21 1.348
12 S 1.720 -1.560 1.678  C11 1.779, C13 1.830
13 C 2.750 -0.066 1.915  S12 1.830, C14 1.523, H39 1.090, H40 1.089
14 C 3.133 0.644 0.623  C13 1.523, O15 1.221, N16 1.342
15 O 2.660 1.752 0.422  C14 1.221
16 N 3.997 0.051 -0.215  C14 1.342, C17 1.449, C19 1.456
17 C 4.567 -1.270 -0.042  N16 1.449, C18 1.528, H41 1.096, H42 1.088
18 C 4.142 -2.244 -1.139  C17 1.528, H43 1.087, H44 1.087, H45 1.086
19 C 4.331 0.754 -1.446  N16 1.456, C20 1.524, H46 1.092, H47 1.091
20 C 5.822 1.040 -1.577  C19 1.524, H48 1.088, H49 1.086, H50 1.087
21 C -0.150 -0.301 0.059  C11 1.348, C22 1.398, C24 1.512
22 C 0.723 -0.364 -1.031  C21 1.398, N23 1.149
23 N 1.410 -0.458 -1.947  C22 1.149
24 C -1.505 0.342 -0.136  C7 1.522, C21 1.512, C25 1.505, H51 1.096
25 C -1.464 1.805 0.217  C24 1.505, C26 1.362, O29 1.353
26 C -0.433 2.658 0.474  C25 1.362, C27 1.419, H52 1.071
27 C -1.030 3.913 0.759  C26 1.419, C28 1.358, H53 1.070
28 C -2.371 3.725 0.657  C27 1.358, O29 1.345, H54 1.072
29 O -2.647 2.450 0.329  C25 1.353, C28 1.345
30 H -5.341 -3.136 -2.709  C1 1.076
31 H -3.989 -2.262 -1.841  C1 1.078
32 H -6.739 -1.132 -2.578  C2 1.081
33 H -5.307 0.943 -2.279  C3 1.095
34 H -6.052 0.403 -0.747  C3 1.098
35 H -2.933 -0.877 3.903  C9 1.090
36 H -4.053 -1.455 2.662  C9 1.084
37 H -2.710 -2.484 3.203  C9 1.090
38 H -0.522 -1.351 3.114  N10 1.011
39 H 2.172 0.635 2.517  C13 1.090
40 H 3.619 -0.397 2.482  C13 1.089
41 H 5.659 -1.179 -0.030  C17 1.096
42 H 4.259 -1.677 0.919  C17 1.088
43 H 3.064 -2.207 -1.275  C18 1.087
44 H 4.426 -3.254 -0.853  C18 1.087
45 H 4.618 -2.008 -2.086  C18 1.086
46 H 3.971 0.170 -2.296  C19 1.092
47 H 3.776 1.693 -1.420  C19 1.091
48 H 6.191 1.547 -0.688  C20 1.088
49 H 5.985 1.688 -2.434  C20 1.086
50 H 6.396 0.129 -1.728  C20 1.087
51 H -1.804 0.244 -1.187  C24 1.096
52 H 0.615 2.441 0.451  C26 1.071
53 H -0.520 4.822 1.004  C27 1.070
54 H -3.204 4.386 0.788  C28 1.072

Output
LUMO energy in eV: 0.13
Gap between HOMO and LUMO in eV: 8.37
E_tot in eV: -45677.2882
Structure (SMILES): C=CCOC(=O)C1=C(C)NC(SCC(=O)N(CC)CC)=C(C#N)[C@@H]1c1ccco1
HOMO level in eV: -8.24
M in g/mol: 415.51



The following is a quantum chemistry calculation of one molecule with the formula C21H25N3O4S, from the Open Molecules 2025 dataset.

Bonds (Å) are listed after each position.
Cartesian coordinates (Å):
1 C -2.143 -2.471 -1.247  C2 1.523, H30 1.087, H31 1.087, H32 1.087
2 C -2.595 -2.209 0.183  C1 1.523, O3 1.423, H33 1.096, H34 1.093
3 O -2.112 -0.967 0.681  C2 1.423, C4 1.347
4 C -2.771 0.140 0.286  O3 1.347, O5 1.213, C6 1.459
5 O -3.754 0.078 -0.422  C4 1.213
6 C -2.241 1.398 0.803  C4 1.459, C7 1.389, C12 1.440
7 C -2.972 2.568 0.644  C6 1.389, C8 1.483, N9 1.352
8 C -4.309 2.797 0.043  C7 1.483, H35 1.088, H36 1.089, H37 1.089
9 N -2.244 3.584 1.158  C7 1.352, C10 1.366, H38 1.008
10 C -1.043 3.129 1.626  N9 1.366, C11 1.485, C12 1.377
11 C -0.069 4.069 2.236  C10 1.485, H39 1.085, H40 1.090, H41 1.091
12 C -1.002 1.766 1.438  C6 1.440, C10 1.377, C13 1.487
13 C 0.185 0.969 1.848  C12 1.487, O14 1.224, C15 1.544
14 O 1.296 1.474 1.948  C13 1.224
15 C -0.151 -0.265 2.712  C13 1.544, S16 1.816, H42 1.090, H43 1.085
16 S 0.894 -1.680 2.256  C15 1.816, C17 1.720
17 C 0.977 -1.223 0.600  S16 1.720, N18 1.307, N25 1.357
18 N 0.374 -0.134 0.203  C17 1.307, C19 1.367
19 C 0.609 -0.026 -1.139  N18 1.367, C20 1.387, C24 1.415
20 C 0.188 0.920 -2.062  C19 1.387, C21 1.381, H44 1.078
21 C 0.564 0.733 -3.377  C20 1.381, C22 1.395, H45 1.080
22 C 1.330 -0.364 -3.772  C21 1.395, C23 1.383, H46 1.080
23 C 1.756 -1.317 -2.865  C22 1.383, C24 1.384, H47 1.080
24 C 1.392 -1.134 -1.542  C19 1.415, C23 1.384, N25 1.384
25 N 1.615 -1.882 -0.400  C17 1.357, C24 1.384, C26 1.437
26 C 2.447 -3.047 -0.274  N25 1.437, C27 1.543, H48 1.093, H49 1.095
27 C 3.948 -2.737 -0.457  C26 1.543, O28 1.400, H50 1.094, H51 1.100
28 O 4.578 -2.202 0.673  C27 1.400, C29 1.413
29 C 4.402 -0.815 0.877  O28 1.413, H52 1.092, H53 1.088, H54 1.096
30 H -2.508 -3.442 -1.572  C1 1.087
31 H -2.543 -1.704 -1.906  C1 1.087
32 H -1.058 -2.458 -1.316  C1 1.087
33 H -3.690 -2.208 0.231  C2 1.096
34 H -2.193 -2.962 0.866  C2 1.093
35 H -5.028 2.081 0.435  C8 1.088
36 H -4.270 2.643 -1.034  C8 1.089
37 H -4.652 3.810 0.249  C8 1.089
38 H -2.536 4.548 1.185  N9 1.008
39 H 0.838 3.530 2.487  C11 1.085
40 H 0.182 4.864 1.534  C11 1.090
41 H -0.484 4.524 3.136  C11 1.091
42 H 0.090 -0.028 3.749  C15 1.090
43 H -1.189 -0.565 2.618  C15 1.085
44 H -0.410 1.760 -1.749  C20 1.078
45 H 0.255 1.448 -4.124  C21 1.080
46 H 1.594 -0.474 -4.813  C22 1.080
47 H 2.341 -2.168 -3.180  C23 1.080
48 H 2.289 -3.470 0.721  C26 1.093
49 H 2.145 -3.779 -1.031  C26 1.095
50 H 4.465 -3.681 -0.652  C27 1.094
51 H 4.079 -2.072 -1.324  C27 1.100
52 H 3.410 -0.566 1.261  C29 1.092
53 H 5.144 -0.525 1.618  C29 1.088
54 H 4.577 -0.255 -0.049  C29 1.096

Output
LUMO energy in eV: 0.68
Gap between HOMO and LUMO in eV: 8.70
E_tot in eV: -45678.5917
Structure (SMILES): CCOC(=O)c1c(C)[nH]c(C)c1C(=O)CSc1nc2ccccc2n1CCOC
HOMO level in eV: -8.03
M in g/mol: 415.51



The following is a quantum chemistry calculation of one molecule with the formula C21H25N3O5, from the Open Molecules 2025 dataset.

Bonds (Å) are listed after each position.
Cartesian coordinates (Å):
1 C 1.109 -3.012 -3.364  C2 1.501, H30 1.092, H31 1.088, H32 1.093
2 C 0.923 -2.892 -1.880  C1 1.501, C3 1.387, C27 1.394
3 C -0.269 -2.427 -1.343  C2 1.387, C4 1.390, H33 1.083
4 C -0.395 -2.274 0.033  C3 1.390, C5 1.516, N25 1.329
5 C -1.591 -1.595 0.670  C4 1.516, O6 1.213, N7 1.366
6 O -1.891 -1.760 1.834  C5 1.213
7 N -2.274 -0.747 -0.155  C5 1.366, C8 1.453, H34 1.007
8 C -3.037 0.341 0.435  N7 1.453, C9 1.540, H35 1.086, H36 1.089
9 C -2.177 1.250 1.333  C8 1.540, C10 1.530, N15 1.472, H37 1.095
10 C -2.761 2.645 1.565  C9 1.530, C11 1.524, C12 1.533, H38 1.096
11 C -4.210 2.586 2.035  C10 1.524, H39 1.094, H40 1.091, H41 1.090
12 C -1.890 3.357 2.607  C10 1.533, C13 1.526, H42 1.092, H43 1.097
13 C -0.405 3.338 2.253  C12 1.526, C14 1.528, H44 1.095, H45 1.092
14 C 0.080 1.925 1.933  C13 1.528, N15 1.464, H46 1.087, H47 1.093
15 N -0.776 1.349 0.894  C9 1.472, C14 1.464, C16 1.362
16 C -0.466 1.481 -0.425  N15 1.362, O17 1.226, C18 1.497
17 O -1.307 1.657 -1.300  C16 1.226
18 C 0.957 1.228 -0.813  C16 1.497, C19 1.439, C24 1.344
19 C 1.806 0.282 -0.139  C18 1.439, C20 1.345, H48 1.083
20 C 3.000 -0.051 -0.662  C19 1.345, C21 1.450, H49 1.081
21 C 3.470 0.537 -1.902  C20 1.450, O22 1.198, O23 1.402
22 O 4.505 0.320 -2.465  C21 1.198
23 O 2.608 1.477 -2.483  C21 1.402, C24 1.337
24 C 1.410 1.760 -1.960  C18 1.344, O23 1.337, H50 1.081
25 N 0.566 -2.626 0.881  C4 1.329, C26 1.329
26 C 1.701 -3.092 0.370  N25 1.329, C27 1.389, H51 1.082
27 C 1.950 -3.210 -0.992  C2 1.394, C26 1.389, C28 1.502
28 C 3.295 -3.635 -1.506  C27 1.502, O29 1.416, H52 1.098, H53 1.097
29 O 4.207 -3.724 -0.426  C28 1.416, H54 0.961
30 H 1.439 -4.014 -3.645  C1 1.092
31 H 0.182 -2.797 -3.893  C1 1.088
32 H 1.869 -2.311 -3.718  C1 1.093
33 H -1.089 -2.179 -2.005  C3 1.083
34 H -1.830 -0.498 -1.024  N7 1.007
35 H -3.474 0.911 -0.380  C8 1.086
36 H -3.836 -0.073 1.048  C8 1.089
37 H -2.111 0.751 2.306  C9 1.095
38 H -2.708 3.187 0.614  C10 1.096
39 H -4.298 1.963 2.929  C11 1.094
40 H -4.570 3.584 2.289  C11 1.091
41 H -4.873 2.178 1.273  C11 1.090
42 H -2.231 4.387 2.733  C12 1.092
43 H -2.038 2.855 3.570  C12 1.097
44 H -0.227 3.966 1.373  C13 1.095
45 H 0.188 3.752 3.071  C13 1.092
46 H 1.112 1.955 1.592  C14 1.087
47 H 0.028 1.278 2.812  C14 1.093
48 H 1.454 -0.195 0.767  C19 1.083
49 H 3.653 -0.785 -0.212  C20 1.081
50 H 0.836 2.444 -2.569  C24 1.081
51 H 2.476 -3.357 1.077  C26 1.082
52 H 3.202 -4.600 -2.021  C28 1.098
53 H 3.642 -2.904 -2.246  C28 1.097
54 H 5.065 -3.987 -0.768  O29 0.961

Output
LUMO energy in eV: 0.06
Gap between HOMO and LUMO in eV: 9.23
E_tot in eV: -36891.5393
Structure (SMILES): Cc1cc(C(=O)NC[C@@H]2[C@@H](C)CCCN2C(=O)c2ccc(=O)oc2)ncc1CO
HOMO level in eV: -9.17
M in g/mol: 399.45